[1]
The following is a quantum chemistry calculation of a 2-piece molecular cluster, C4H10F2S2 overall, from OMol25.

Computed properties:
Molecular weight = 160.3 g mol⁻¹
HOMO-LUMO gap = 9.7 eV
2S+1 = 1
Calculated total energy = -31415.50467 eV
Energy relative to the best compared isomer or geometry (same formula, charge and spin) = 38.56 kJ/mol
HOMO = -0.3261 Ha

Last column: Mulliken charge in e.
Geometry (Å):
C -1.419 0.109 1.679  -0.68
S 0.248 0.421 2.301  -0.11
S 0.928 -1.465 2.670  -0.10
C 1.545 -1.971 1.049  -0.65
H -1.887 1.089 1.485  0.25
H -2.031 -0.433 2.419  0.35
H -1.409 -0.468 0.739  0.20
H 0.742 -2.011 0.294  0.17
H 2.334 -1.290 0.688  0.23
H 1.974 -2.981 1.160  0.33
F -0.371 -0.619 -1.667  -0.29
C 0.333 0.574 -1.590  -0.04
C -0.508 1.719 -2.070  -0.31
F -1.525 1.995 -1.167  -0.27
H 0.651 0.725 -0.540  0.10
H 1.246 0.487 -2.210  0.28
H 0.116 2.625 -2.188  0.28
H -0.965 1.494 -3.053  0.27

---

[2]
The following is a quantum chemistry calculation of C4H10F4Li2N2O10S4 as an isolated structure, from OMol25.

Computed properties:
Molecular weight = 464.3 g mol⁻¹
Net charge = -1
HOMO-LUMO gap (alpha / beta) = 4.2 / 8.0 eV
2S+1 = 2
Calculated total energy = -82385.23207 eV
Energy relative to the best compared isomer or geometry (same formula, charge and spin) = 0.00 kJ/mol
HOMO (alpha / beta) = -0.0964 / -0.2366 Ha

Last column: Mulliken charge in e.
Geometry (Å):
Li 0.431 19.353 -13.663  0.85
Li -0.421 17.652 -15.295  1.11
N -0.337 17.503 -13.312  -0.25
S -1.736 16.932 -12.589  0.87
O -1.996 17.234 -11.199  -0.69
O -2.455 15.775 -13.144  -0.64
F -2.582 18.058 -13.327  -0.31
S 0.425 16.489 -12.500  0.93
O 0.360 15.117 -12.959  -0.67
O 0.852 16.736 -11.139  -0.70
F 1.881 16.736 -13.198  -0.38
N 0.101 19.424 -15.590  -0.19
S 1.418 20.270 -16.297  0.98
O 1.492 21.703 -16.091  -0.53
O 1.954 19.648 -17.544  -0.53
F 2.408 19.742 -15.139  -0.28
S -1.032 20.172 -16.425  1.00
O -1.220 20.013 -17.817  -0.54
O -1.510 21.387 -15.776  -0.57
F -2.180 19.099 -15.917  -0.34
C 1.268 13.447 -19.870  -0.72
O 1.310 13.959 -18.512  -0.36
C 0.242 14.850 -18.143  -0.43
C 0.291 15.263 -16.678  -0.44
O -0.810 16.091 -16.412  -0.35
C -2.064 15.404 -16.392  -0.94
H 1.675 14.171 -20.576  0.27
H 0.294 13.049 -20.157  0.31
H 1.927 12.579 -19.871  0.25
H -0.710 14.391 -18.407  0.32
H 0.364 15.755 -18.739  0.27
H 1.244 15.762 -16.503  0.36
H 0.338 14.385 -16.033  0.37
H -2.577 15.214 -17.335  0.27
H -2.709 15.994 -15.741  0.29
H -1.902 14.379 -16.059  0.40